The following is a quantum chemistry calculation of a cluster of 17 separate species, C81H190N6O23 in total at a distorted geometry, from the Open Molecules 2025 dataset.

Output
M: 1616.4 u
HOMO: -0.309 Eh
orbital gap: 8.688 eV
energy relative to the best compared isomer or geometry (same formula, charge and spin): 0.0 kJ/mol

```
! wB97M-V def2-TZVPD RIJCOSX def2/J DEFGRID3
* xyz 0 1
C 1.0423 -1.0959 -6.4171
C 0.4584 -0.1171 -5.3843
C 1.1137 1.1887 -5.5398
O -0.9940 -0.0286 -5.7275
H 0.5639 -2.0508 -6.1972
H 2.1106 -1.2238 -6.3257
H 0.8314 -0.8299 -7.4576
H 0.3861 -0.3950 -4.3382
H 1.3018 1.4912 -6.5616
H 2.1482 1.1151 -5.1535
H 0.5284 1.8935 -4.9925
H -1.0762 0.4605 -6.5396
C 0.8730 0.9043 5.4427
C 0.2588 0.3177 4.1547
C 0.0735 -1.1184 4.3540
O -0.9382 0.9241 3.7911
H 0.1255 1.1567 6.2036
H 1.4623 1.8204 5.2740
H 1.6283 0.2060 5.8857
H 1.0578 0.4733 3.4259
H 1.0875 -1.4564 4.6144
H -0.1666 -1.6925 3.4494
H -0.5867 -1.5624 5.0989
H -0.9128 1.9039 3.7107
C 2.5613 -1.8945 1.3853
C 3.2156 -0.4651 1.3788
C 3.7320 -0.0961 2.7842
O 4.2457 -0.4028 0.3593
H 1.7314 -1.8977 2.0589
H 3.3023 -2.6793 1.6703
H 2.1728 -2.1671 0.3760
H 2.3308 0.1128 1.0983
H 3.9768 0.9811 2.9589
H 4.6434 -0.6718 2.7986
H 3.0406 -0.4695 3.5322
H 3.8116 -0.5596 -0.4980
C -5.8413 7.2853 1.5779
C -6.2072 5.9947 0.7620
C -4.9997 5.6170 -0.1234
O -6.6561 4.9534 1.6537
H -5.7045 8.1407 0.9030
H -4.8383 7.1552 2.0674
H -6.6964 7.4461 2.2803
H -7.0728 6.1483 0.1185
H -4.5992 6.5061 -0.6084
H -5.1971 4.9086 -0.9169
H -4.1687 5.1834 0.4936
H -6.3506 5.1908 2.5621
C -4.6373 1.6759 2.0962
C -4.0090 0.6220 1.1488
C -4.2922 1.0424 -0.2268
O -2.5884 0.5079 1.2874
H -4.2743 2.6692 1.8170
H -4.3527 1.4591 3.1612
H -5.7143 1.6326 1.9703
H -4.3536 -0.3902 1.3371
H -5.3396 0.7509 -0.4213
H -3.7192 0.4831 -1.0347
H -4.0813 2.0916 -0.4354
H -2.3484 0.4869 2.2401
C -6.6708 -1.2258 -2.2121
C -6.1216 -0.6512 -3.4913
O -6.3289 -1.5998 -4.5026
O -5.9925 -2.3522 -1.7544
H -7.7317 -1.4841 -2.1856
H -6.4647 -0.4707 -1.3963
H -5.0806 -0.3362 -3.3553
H -6.6973 0.2936 -3.8604
H -5.4570 -1.7979 -4.8737
H -5.9966 -2.9595 -2.4767
C -2.6763 -2.4180 -3.4816
C -1.2968 -3.0752 -3.5699
O -0.3450 -2.7525 -2.5996
O -2.5069 -0.9996 -3.6483
H -3.2780 -2.6371 -2.6443
H -3.2406 -2.7776 -4.4125
H -0.8586 -2.7261 -4.5341
H -1.4513 -4.1627 -3.6020
H -0.6378 -2.0703 -1.9429
H -2.0309 -0.8355 -4.4544
C 7.7686 2.5017 0.0164
C 6.5996 2.0994 0.9524
O 5.4426 2.2032 0.1624
O 7.4916 3.7715 -0.5918
H 7.8156 1.7573 -0.7797
H 8.7644 2.3441 0.5221
H 6.6222 2.8481 1.7413
H 6.7060 1.0792 1.4462
H 4.8502 1.4260 0.3289
H 7.8212 4.4355 0.0040
C 1.9817 -4.8497 4.0669
C 1.3591 -5.0799 2.6795
O 1.2126 -6.4997 2.3918
O 1.3845 -5.5490 5.1347
H 1.9770 -3.7307 4.1721
H 3.0410 -5.1420 4.0745
H 1.9711 -4.6503 1.9137
H 0.3596 -4.5977 2.5730
H 0.3609 -6.6129 1.9685
H 1.3037 -6.4569 4.8239
C 4.4911 -1.0422 -2.8797
C 3.7493 -2.3955 -3.0990
O 2.6504 -2.4248 -4.0224
O 3.6802 -0.0367 -2.2170
H 4.8206 -0.6090 -3.8228
H 5.3625 -1.1933 -2.2376
H 3.4104 -2.8371 -2.1983
H 4.3583 -3.1181 -3.6090
H 1.8927 -1.9119 -3.6192
H 4.1407 0.8166 -2.4180
C 0.0245 0.3044 -0.5251
C -0.6346 1.5296 -1.2095
O -0.9403 1.3780 -2.5745
O -0.7774 -0.8969 -0.5107
H 0.1264 0.7036 0.5102
H 0.9726 -0.0117 -0.9634
H 0.0761 2.3438 -1.1516
H -1.5438 1.7687 -0.6490
H -1.3891 0.5088 -2.6884
H -1.5356 -0.7621 0.0233
C -2.5359 -5.2771 -1.4825
C -3.0026 -5.5430 -0.0269
C -4.5162 -5.6190 0.1302
C -5.0191 -6.2824 1.4262
C -4.3843 -7.6631 1.5288
C -2.8338 -7.5123 1.6796
N -2.4054 -6.8196 0.4422
O -1.0001 -6.5092 0.5966
C -2.4590 -6.8226 3.0268
C -2.1897 -8.8953 1.6282
C -2.5394 -4.3495 0.8244
H -1.4231 -5.1828 -1.6042
H -2.9859 -4.4026 -1.9055
H -2.8116 -6.1172 -2.1232
H -4.9713 -4.6614 0.0059
H -4.8852 -6.2784 -0.7161
H -6.0752 -6.4842 1.3810
H -4.9011 -5.7574 2.3511
H -4.5216 -8.2026 0.5415
H -4.8243 -8.2236 2.3261
H -1.4071 -6.5966 3.1655
H -3.0455 -5.9627 3.2371
H -2.5889 -7.4855 3.8344
H -1.1011 -8.8308 1.8225
H -2.5907 -9.5509 2.3843
H -2.3775 -9.4272 0.6708
H -3.3059 -4.2643 1.6238
H -2.6902 -3.4547 0.2402
H -1.6046 -4.4798 1.3690
H -0.5750 -7.0604 -0.0871
C -2.0949 8.9954 -1.3008
C -1.6696 7.7968 -2.1938
C -1.0529 6.7362 -1.2815
C -0.7151 5.5031 -2.1219
C -2.0035 4.9877 -2.7145
C -2.7635 6.0169 -3.5922
N -2.8910 7.2811 -2.8489
O -3.3464 8.2833 -3.7891
C -2.1112 6.1652 -4.8977
C -4.1765 5.5718 -3.8946
C -0.6197 8.3361 -3.1920
H -2.3967 9.8781 -1.8234
H -1.1952 9.2673 -0.7241
H -2.8636 8.6088 -0.6359
H -0.0978 7.1030 -0.9212
H -1.6545 6.4869 -0.4618
H -0.2254 4.7270 -1.5563
H -0.0927 5.7459 -3.0333
H -2.7205 4.7502 -1.9193
H -1.8448 4.1054 -3.3378
H -2.0995 5.2411 -5.4349
H -2.6090 6.9633 -5.4330
H -1.1272 6.6200 -4.8495
H -4.3028 4.5181 -4.3481
H -4.7978 5.7390 -3.0112
H -4.4659 6.2404 -4.7264
H 0.2081 8.8788 -2.7240
H -1.0933 8.9286 -3.9460
H -0.1765 7.4728 -3.7305
H -4.2569 8.5921 -3.5068
C 4.4791 5.3292 -1.6930
C 3.7535 4.4732 -2.7302
C 3.0958 5.5528 -3.6756
C 4.1471 6.0598 -4.6795
C 4.8950 4.9380 -5.4967
C 5.6440 4.0231 -4.4609
N 4.6314 3.5601 -3.5315
O 5.2375 2.5620 -2.6630
C 6.0486 2.6875 -5.2563
C 6.9046 4.6413 -3.9217
C 2.6936 3.6750 -2.0263
H 5.1973 4.7450 -1.1295
H 3.9044 5.8544 -0.9069
H 5.0336 6.0589 -2.2176
H 2.3487 5.0776 -4.3046
H 2.6750 6.3840 -3.1417
H 4.8891 6.6584 -4.2188
H 3.6896 6.7510 -5.4049
H 5.6618 5.3315 -6.1477
H 4.2077 4.3618 -6.0906
H 5.1644 2.0996 -5.3959
H 6.5090 2.9884 -6.1972
H 6.7120 2.0503 -4.6569
H 7.6873 4.6235 -4.6810
H 6.7820 5.6375 -3.5102
H 7.1974 3.8809 -3.1980
H 2.0964 2.9692 -2.6908
H 1.9321 4.2829 -1.6334
H 3.1768 3.1381 -1.2142
H 5.5030 2.8970 -1.8052
C 1.3580 3.4822 1.5207
C 1.7504 4.6140 2.4750
C 1.0095 4.5620 3.7718
C 1.6475 5.5450 4.7793
C 3.1214 5.1748 4.9873
C 3.9777 5.1533 3.7139
N 3.2317 4.3344 2.7099
O 3.9134 4.4085 1.5107
C 4.3265 6.5529 3.1380
C 5.2994 4.4680 3.8973
C 1.4714 5.9200 1.7257
H 0.3474 3.4804 1.1479
H 1.5653 2.5387 1.9973
H 2.0235 3.6335 0.7092
H -0.0374 4.7215 3.5989
H 1.1234 3.5804 4.1686
H 1.0512 5.5292 5.6974
H 1.5114 6.5401 4.3972
H 3.1474 4.1254 5.3522
H 3.5050 5.8431 5.7540
H 3.4560 7.1709 2.9081
H 4.9424 7.1792 3.6966
H 4.7148 6.3651 2.1086
H 5.9503 4.6039 3.0736
H 5.8966 4.9072 4.7437
H 5.2051 3.3874 4.1386
H 1.3929 6.7487 2.4068
H 0.4852 5.8453 1.2252
H 2.3133 6.0885 1.0746
H 4.1781 3.5042 1.3502
C -3.2229 -4.2139 6.8192
C -3.5442 -2.9074 6.0781
C -2.8830 -3.0586 4.6501
C -3.3578 -2.0731 3.6394
C -4.8838 -2.1163 3.6060
C -5.5846 -1.9339 4.9746
N -5.0152 -2.8948 5.9266
O -5.6055 -2.6606 7.1842
C -5.5603 -0.4794 5.4207
C -7.0118 -2.4690 4.7972
C -2.9662 -1.6778 6.8221
H -3.7808 -4.3033 7.7428
H -2.1669 -4.2924 7.1560
H -3.6195 -5.0709 6.1839
H -1.8049 -2.9914 4.8840
H -2.9335 -4.0976 4.2253
H -2.9202 -2.3145 2.6781
H -3.0594 -1.0340 3.9786
H -5.2556 -3.0748 3.1948
H -5.2232 -1.3289 2.9261
H -4.7398 -0.2244 6.0580
H -5.4895 0.2166 4.6229
H -6.4800 -0.3098 6.0606
H -7.4484 -2.4892 5.8022
H -7.6495 -1.9210 4.0659
H -6.9716 -3.5581 4.5732
H -2.9451 -0.7590 6.2704
H -1.9215 -1.8872 7.0712
H -3.5802 -1.6109 7.7337
H -6.0587 -3.4965 7.3370
C 2.9452 -9.8096 -1.8235
C 3.6210 -8.6273 -1.0771
C 4.8546 -8.1369 -1.8521
C 4.4219 -7.3870 -3.0994
C 3.5849 -6.1853 -2.6728
C 2.2995 -6.6160 -1.9444
N 2.7727 -7.4977 -0.8264
O 1.6104 -8.0049 -0.2017
C 1.7665 -5.4364 -1.2021
C 1.1812 -7.2911 -2.8127
C 4.0031 -9.1961 0.2929
H 3.6579 -10.5955 -2.0887
H 2.4995 -9.5043 -2.7507
H 2.2094 -10.2063 -1.0994
H 5.4572 -7.4302 -1.1665
H 5.4186 -9.0094 -2.1299
H 3.9164 -8.0592 -3.8413
H 5.3039 -6.9157 -3.5825
H 3.3152 -5.4779 -3.4438
H 4.1836 -5.5970 -1.9573
H 0.9044 -5.6304 -0.5958
H 2.5816 -5.1261 -0.5465
H 1.4622 -4.5655 -1.8361
H 0.3739 -6.5686 -2.9531
H 1.5714 -7.5266 -3.8441
H 0.8096 -8.2232 -2.4621
H 4.8507 -9.8927 0.3057
H 3.0782 -9.6507 0.6478
H 4.3552 -8.3565 0.8290
H 1.7213 -7.5771 0.6898
*
```